ORCA calculation (ωB97M-V with the def2-TZVPD basis set) on a molecular structure, C2H2ClF2I at a distorted geometry.

XYZ file:
```
8
Properties=species:S:1:pos:R:3:forces:R:3
C 0.84520 0.29309 -0.07065 -0.3248 -0.7711 1.5278
C -0.60323 -0.30003 0.06877 -0.7235 1.1509 0.8715
F 1.77247 -0.74848 -0.09252 -0.5452 0.5330 0.0492
F -0.89151 -0.60712 1.37510 0.8750 -0.0903 -0.0970
Cl -0.96405 -1.72708 -0.84977 0.4645 -0.0380 -0.4249
I -2.22929 1.21091 -0.27701 0.9920 -0.2624 -0.2505
H 0.97097 0.89609 -0.92357 -0.1598 0.3188 -1.5185
H 1.09943 0.98262 0.76965 -0.5781 -0.8410 -0.1576
```
Positions in Å, forces in eV/Å.

F_max ... 1.7 eV Å⁻¹
Energy above the lowest of the compared OMol25 structures with the same formula, charge and spin ... 11.1 kcal per mole
Highest occupied orbital energy ... -10.060 eV
Lowest unoccupied orbital energy ... -0.450 eV